Run w
Density functional theory data (ωB97M-V/def2-TZVPD) for C35H43ClP2ScSi2 as an isolated structure.

Structure (XYZ):
```
84
Properties=species:S:1:pos:R:3
Sc -1.248 -0.968 0.782
Cl 0.938 -0.259 1.709
P -0.413 1.575 3.934
P 1.029 -0.930 4.711
Si 2.417 1.160 -1.932
Si -1.081 -1.128 -2.537
C 0.412 -3.418 -6.336
C -0.945 4.338 -1.374
C 0.623 -3.030 -0.518
C -1.313 -2.255 -5.071
C 1.358 1.870 4.412
C 2.451 -1.550 -1.192
C -0.839 3.249 -0.503
C -1.584 2.577 -4.402
C 0.334 2.482 -0.479
C -3.197 -1.938 1.416
C 0.677 -3.031 -3.943
C 1.301 2.585 -1.502
C 0.159 -0.648 -1.229
C -2.156 -2.895 1.678
C 1.970 -2.790 -0.717
C -3.027 -0.843 2.319
C -1.267 1.836 5.540
C -0.791 0.443 -3.597
C 1.633 -0.453 -1.471
C 0.585 1.774 -5.097
C 2.275 -2.202 4.256
C 1.215 3.737 -2.319
C 0.384 0.606 -4.351
C 0.115 4.600 -2.249
C -0.846 -2.788 -6.282
C 2.087 0.581 4.836
C -0.527 -2.315 -3.906
C -1.958 -1.184 3.197
C -0.808 3.132 3.061
C -1.763 1.436 -3.615
C 0.741 -1.350 6.482
C -0.306 -2.021 -0.917
C 1.163 -3.548 -5.161
C -0.409 2.751 -5.142
C -1.372 -2.406 2.763
H -0.584 1.707 6.391
H 1.855 2.301 3.535
H -1.847 4.945 -1.385
H 1.276 -3.159 -3.040
H -0.178 3.244 2.169
H 1.778 -3.001 3.689
H -3.642 0.047 2.396
H 0.224 -3.945 -0.100
H -0.668 3.987 3.738
H -1.358 -2.355 -0.674
H -3.991 -2.044 0.671
H -0.575 -2.939 3.265
H 2.959 0.396 4.192
H -0.354 0.249 -0.859
H -0.247 3.671 -5.709
H 1.994 3.932 -3.061
H 0.794 -3.807 -7.281
H -1.449 -2.691 -7.187
H -2.269 -1.725 -5.047
H -2.018 -3.860 1.194
H 2.686 -3.595 -0.524
H 1.362 2.616 5.214
H -2.676 1.310 -3.024
H -1.751 -0.701 4.153
H 1.623 -1.884 6.863
H 3.702 1.222 -1.402
H 2.138 -4.046 -5.177
H 2.718 -2.621 5.170
H 0.041 5.446 -2.925
H -2.078 1.095 5.605
H 0.483 1.761 0.326
H -2.357 3.339 -4.423
H -1.672 3.006 0.156
H -1.699 2.846 5.539
H 1.537 1.919 -5.626
H 0.545 -0.432 7.054
H -2.502 -1.358 -2.173
H 1.156 -0.169 -4.379
H 3.535 -1.445 -1.338
H -0.145 -2.006 6.515
H 3.053 -1.751 3.627
H 2.444 0.635 5.875
H -1.858 3.077 2.744
```

Summary:
charge = +1
LUMO energy (spin up / spin down) = -4.6 / -4.6 eV

***

Run x
Density functional theory data (ωB97M-V/def2-TZVPD) for C35H43ClP2ScSi2 as an isolated structure.

Structure (XYZ):
```
84
Properties=species:S:1:pos:R:3
Sc -0.958 -0.413 2.677
Cl -1.923 -0.092 0.547
P -3.704 -0.224 3.058
P -2.256 -2.804 2.363
Si 0.043 0.594 -1.966
Si 2.571 1.135 -2.268
C -0.614 -0.780 4.967
C 1.692 -3.792 -1.371
C 2.604 2.939 -2.795
C 1.664 0.624 -4.989
C -0.155 2.633 0.117
C 3.787 4.692 -3.997
C 0.339 1.063 3.934
C 1.865 1.373 0.360
C 0.313 -2.163 -2.556
C 1.644 3.504 1.505
C -3.911 -2.624 1.527
C 2.403 -1.220 -6.377
C -4.569 -0.452 4.647
C 0.499 -1.211 -1.534
C -0.751 0.637 4.756
C 3.277 -1.624 -5.358
C 0.922 -3.426 -2.482
C 2.708 5.566 -3.814
C 0.345 3.608 0.991
C -1.391 -3.954 1.251
C -2.689 -3.825 3.811
C -4.301 1.417 2.531
C 3.335 -0.913 -4.154
C 1.124 -1.668 -0.360
C 1.779 -2.905 -0.299
C 1.527 3.821 -2.629
C 1.141 -0.084 3.613
C 0.552 -1.226 4.255
C 2.536 0.226 -3.954
C 1.579 5.124 -3.124
C 1.589 -0.102 -6.183
C 3.740 3.388 -3.491
C -4.679 -1.357 1.941
C 0.642 1.557 -0.355
C 2.381 2.359 1.214
H -3.750 -3.723 4.065
H -1.501 1.278 5.206
H 2.361 -1.779 -7.320
H -0.274 4.469 1.261
H -4.946 -0.763 1.055
H 0.801 -4.126 -3.315
H 3.768 0.671 -1.513
H 2.068 4.304 2.126
H 0.727 5.791 -2.969
H -5.540 0.058 4.601
H -1.239 -1.380 5.619
H -0.567 -4.423 1.802
H -4.346 1.467 1.435
H -2.086 -4.726 0.884
H 2.361 -3.175 0.587
H 3.915 -2.497 -5.510
H 2.747 6.586 -4.209
H -0.269 -1.902 -3.441
H 0.892 0.204 -6.966
H 0.944 -2.240 4.245
H 2.055 -0.070 3.029
H -5.291 1.611 2.966
H -4.484 -3.535 1.753
H 3.998 -1.244 -3.351
H 3.387 2.243 1.633
H -4.709 -1.517 4.866
H 0.549 2.085 3.634
H -5.613 -1.609 2.464
H -1.179 2.734 -0.233
H 1.163 -1.049 0.537
H -3.589 2.175 2.884
H -3.714 -2.615 0.445
H 1.010 1.486 -4.852
H 2.482 0.469 0.287
H -1.445 0.639 -2.168
H 4.582 2.710 -3.643
H -2.087 -3.493 4.665
H -0.968 -3.406 0.400
H 0.628 3.490 -2.106
H -3.957 -0.001 5.437
H 2.204 -4.755 -1.346
H -2.458 -4.874 3.589
H 4.671 5.029 -4.544
```

Summary:
charge = +1
LUMO energy = -3.3 eV

***

Which of them is most stable, and which least? Most stable: run x; least stable: run w.

***

Run w
Density functional theory data (ωB97M-V/def2-TZVPD) for a 2-piece molecular cluster, C7H8N4O overall.

Structure (XYZ):
```
20
Properties=species:S:1:pos:R:3
O -0.708 2.035 0.616
N -0.411 0.970 0.198
N -2.867 0.248 -2.465
N -0.072 -1.855 -0.078
N -1.866 -0.562 0.794
C -1.283 -1.617 0.479
C 0.705 -0.918 -0.609
C 2.524 0.878 -1.851
C 0.545 0.523 -0.545
C 2.758 -0.588 -1.868
C 1.867 -1.417 -1.241
C 1.418 1.363 -1.252
H -1.890 -2.436 0.828
H 3.095 1.487 -2.410
H 1.107 2.450 -1.147
H -2.498 0.203 -1.536
H -2.560 -0.560 -2.898
H 3.638 -0.964 -2.327
H 2.075 -2.406 -1.224
H -3.828 0.213 -2.450
```

Summary:
charge = 0
LUMO energy (spin up / spin down) = -1.6 / -1.2 eV

***

Run x
Density functional theory data (ωB97M-V/def2-TZVPD) for one molecule with the formula C7H8N4O.

Structure (XYZ):
```
20
Properties=species:S:1:pos:R:3
O 0.983 -3.295 0.868
N 0.343 -1.121 1.284
N -0.985 3.862 -0.698
N -0.496 2.211 0.648
N -0.138 0.407 -0.651
C -0.430 1.647 -0.577
C -0.709 2.689 -1.584
C 1.048 -4.244 -0.161
C 0.021 0.069 0.721
C -0.853 3.554 0.586
C -0.185 1.177 1.530
C 0.466 -2.095 0.423
H 1.350 -5.191 0.259
H -0.958 4.243 1.421
H -1.582 2.404 -2.188
H 0.309 -1.935 -0.639
H 0.085 -4.378 -0.626
H 0.165 2.783 -2.273
H -0.195 1.207 2.602
H 1.757 -3.997 -0.945
```

Summary:
charge = 0
SMILES = CO/C=N/c1cn2c(n1)CN=C2
LUMO energy = 0.7 eV

***

Which of them is most stable, and which least? Most stable: run x; least stable: run w.

***

Run w
Density functional theory data (ωB97M-V/def2-TZVPD) for a 2-piece molecular cluster, C3H3ClIN overall.

Structure (XYZ):
```
9
Properties=species:S:1:pos:R:3
I -1.947 -1.349 -0.594
Cl 2.291 0.501 0.343
N -1.349 2.703 -0.166
C -0.639 1.799 -0.251
C 0.757 0.020 -0.253
C -0.069 -0.990 0.468
H 0.581 -1.975 0.400
H 0.564 -0.136 -1.349
H -0.189 -0.574 1.402
```

Summary:
charge = 0
LUMO energy = -1.2 eV

***

Run x
Density functional theory data (ωB97M-V/def2-TZVPD) for one molecule with the formula C3H3ClIN.

Structure (XYZ):
```
9
Properties=species:S:1:pos:R:3
I 2.486 -0.576 -0.003
Cl -2.134 -0.351 0.060
N 0.012 2.614 -0.138
C 0.353 -0.818 -0.345
C -0.283 1.527 0.025
C -0.481 0.189 0.413
H 0.268 -0.716 -1.364
H -0.201 0.025 1.615
H -0.019 -1.895 -0.262
```

Summary:
charge = 0
SMILES = N#C[C@@H](Cl)CI
LUMO energy = 0.0 eV

***

Which of them is most stable, and which least? Most stable: run x; least stable: run w.

***

Run w
Density functional theory data (ωB97M-V/def2-TZVPD) for a 2-piece molecular cluster, CH3NO2S2 overall.

Structure (XYZ):
```
9
Properties=species:S:1:pos:R:3
S 4.625 -0.921 -0.547
S 4.282 0.708 0.382
O 3.010 1.335 0.017
O 1.233 -1.246 1.138
N 0.724 -0.313 0.475
C -0.471 -0.244 0.010
H 1.366 0.484 0.281
H -0.777 0.623 -0.541
H -1.149 -1.064 0.157
```

Summary:
charge = 0
LUMO energy = -2.2 eV

***

Run x
Density functional theory data (ωB97M-V/def2-TZVPD) for a 2-piece molecular cluster, CH3NO2S2 overall.

Structure (XYZ):
```
9
Properties=species:S:1:pos:R:3
S -1.659 0.143 0.157
S 2.983 2.641 0.920
O 0.948 1.432 -0.113
O -2.706 -0.549 0.878
N 2.026 1.950 -0.083
C -0.568 -1.152 -0.361
H 0.014 -1.541 0.407
H 0.104 -0.912 -1.124
H -1.142 -2.011 -0.682
```

Summary:
charge = 0
LUMO energy (spin up / spin down) = -1.2 / -1.6 eV

***

Which of them is most stable, and which least? Most stable: run w; least stable: run x.

***

Run w
Density functional theory data (ωB97M-V/def2-TZVPD) for a 2-piece molecular cluster, C4H8ClN3 overall.

Structure (XYZ):
```
16
Properties=species:S:1:pos:R:3
Cl -0.921 -2.311 1.123
N 1.732 -0.184 0.807
N -1.137 1.454 0.092
N -0.265 1.939 -1.052
C 0.769 0.048 -0.146
C -0.624 0.018 0.539
C -1.429 -1.066 -0.054
C 0.805 1.212 -1.246
H 1.556 -1.189 0.870
H -0.620 -0.606 1.868
H 1.638 1.535 -2.061
H -1.286 2.230 0.980
H -2.494 -0.922 -0.045
H -1.280 -1.284 -1.233
H 0.867 -0.907 -0.702
H 2.689 0.035 0.260
```

Summary:
charge = 0
LUMO energy = 0.8 eV

***

Run x
Density functional theory data (ωB97M-V/def2-TZVPD) for one molecule with the formula C4H8ClN3.

Structure (XYZ):
```
16
Properties=species:S:1:pos:R:3
Cl 0.165 3.478 0.596
N 0.604 -2.723 -1.862
N -0.379 -0.528 0.752
N 0.493 -0.925 -0.250
C 0.738 1.775 0.450
C -1.468 0.401 0.378
C -0.043 -1.916 -1.159
C -0.245 0.876 1.117
H -1.549 0.652 -0.692
H 1.368 -1.119 0.206
H -0.384 1.002 2.199
H 0.923 1.578 -0.599
H 1.744 1.729 0.883
H -1.179 -1.902 -1.152
H 1.616 -2.596 -1.777
H -2.402 0.217 0.909
```

Summary:
charge = 0
SMILES = [H]/N=C\NN1C[C@@H]1CCl
LUMO energy = 0.9 eV

***

Which of them is most stable, and which least? Most stable: run x; least stable: run w.